[1]
{"formula": "C33H33As2Br2NOPtS", "method": "ωB97M-V with the def2-TZVPD basis set", "elements": ["Pt", "S", "C", "C", "C", "C", "C", "C", "As", "C", "C", "C", "C", "C", "C", "C", "C", "C", "C", "C", "C", "H", "H", "H", "H", "H", "H", "H", "H", "H", "H", "H", "H", "H", "H", "Br", "C", "C", "C", "Br", "C", "C", "C", "C", "N", "C", "C", "O", "H", "H", "H", "H", "C", "C", "As", "C", "C", "C", "C", "H", "H", "H", "H", "H", "H", "H", "H", "H", "H", "H", "H", "H", "H", "H"], "xyz": [[1.057229, -0.156202, 0.030126], [1.960733, -1.009462, -2.055647], [1.587420, 0.189718, -3.306413], [2.262421, 0.075621, -4.526744], [2.038717, 0.976018, -5.553674], [1.136441, 2.021105, -5.394459], [0.456232, 2.146192, -4.195465], [0.672248, 1.240444, -3.161191], [-0.238218, 1.357906, -1.474314], [-0.763605, 3.197234, -1.201249], [-0.214944, 3.867957, -0.113237], [-0.583572, 5.182023, 0.145001], [-1.498833, 5.820723, -0.677432], [-2.060529, 5.145976, -1.755174], [-1.700022, 3.832437, -2.014480], [-1.950076, 0.523713, -1.820920], [-2.078238, -0.474004, -2.779022], [-3.275816, -1.168535, -2.900647], [-4.339211, -0.880354, -2.057170], [-4.207226, 0.105725, -1.086693], [-3.015775, 0.805101, -0.968070], [2.974396, -0.729971, -4.654587], [2.579667, 0.865078, -6.485170], [0.969764, 2.731638, -6.193144], [-0.241417, 2.962786, -4.056594], [0.467858, 3.349600, 0.550531], [-0.165061, 5.698469, 0.999054], [-1.788311, 6.843446, -0.472095], [-2.786303, 5.640839, -2.387786], [-2.159051, 3.298006, -2.837940], [-1.243982, -0.710540, -3.430091], [-3.375189, -1.937686, -3.656239], [-5.270085, -1.424522, -2.153381], [-5.030196, 0.327786, -0.418851], [-2.914037, 1.567567, -0.202424], [-0.925253, 2.914594, 3.984391], [-1.641161, 1.352945, 3.198825], [-2.902487, 0.906802, 3.600429], [-3.459336, -0.218234, 3.055378], [-5.177174, -0.775378, 3.638557], [-2.766768, -0.947134, 2.064758], [-3.261075, -2.102778, 1.418692], [-2.531485, -2.706411, 0.436057], [-1.284978, -2.169051, 0.082046], [-0.791255, -1.114630, 0.687627], [-1.490851, -0.479089, 1.666601], [-0.869580, 0.696807, 2.234683], [0.292938, 1.077196, 1.863446], [-3.440707, 1.466181, 4.353387], [-4.230912, -2.487830, 1.702882], [-2.901414, -3.577944, -0.085365], [-0.688121, -2.589015, -0.718288], [2.316232, -3.952075, 0.256286], [2.167825, -3.332304, 1.641995], [2.510562, -1.411911, 1.607024], [4.414959, -1.309530, 1.207938], [5.328706, -2.074822, 2.156278], [2.388436, -0.870840, 3.484141], [2.511695, -1.989330, 4.513288], [2.081153, -5.017090, 0.280314], [3.334182, -3.845593, -0.122592], [1.655138, -3.473776, -0.468110], [2.843147, -3.798659, 2.360015], [1.153119, -3.461733, 2.023892], [4.648049, -0.243309, 1.204117], [4.519722, -1.650239, 0.176264], [5.224836, -1.723280, 3.183493], [6.373683, -1.945004, 1.870289], [5.117538, -3.145182, 2.143816], [1.438897, -0.345983, 3.577175], [3.164086, -0.114414, 3.622452], [1.693964, -2.705259, 4.423675], [2.473452, -1.576906, 5.522950], [3.446815, -2.541628, 4.416785]], "atomic_forces_ev_per_a": [[-0.02, -0.07, -0.28], [-0.05, 0.06, 0.18], [-0.02, 0.01, -0.02], [0.00, 0.03, -0.04], [0.01, -0.04, 0.03], [-0.01, 0.01, 0.01], [0.01, -0.01, -0.01], [0.02, -0.04, -0.01], [-0.05, 0.06, 0.02], [0.04, 0.02, 0.02], [-0.02, -0.02, 0.00], [-0.01, 0.01, 0.00], [0.00, -0.01, 0.00], [0.01, -0.02, 0.00], [0.01, 0.02, 0.03], [-0.01, -0.04, 0.10], [-0.01, 0.00, -0.06], [-0.01, 0.01, -0.02], [0.02, 0.03, -0.01], [0.00, 0.00, -0.07], [-0.02, 0.00, -0.02], [0.00, 0.00, 0.00], [0.00, 0.00, 0.00], [0.00, 0.00, 0.00], [0.02, -0.01, -0.02], [0.01, 0.00, 0.00], [0.00, 0.00, 0.00], [0.00, 0.00, 0.00], [0.00, 0.00, 0.00], [-0.02, 0.01, 0.01], [0.00, 0.01, -0.01], [0.00, 0.00, 0.00], [0.00, 0.00, 0.00], [0.00, 0.00, 0.01], [-0.01, 0.01, -0.01], [0.00, 0.01, 0.00], [0.00, 0.01, 0.00], [0.00, 0.03, 0.00], [0.00, 0.00, -0.01], [0.01, 0.00, -0.01], [0.07, -0.01, -0.02], [0.01, -0.01, 0.02], [-0.01, -0.01, 0.02], [0.01, 0.04, 0.01], [-0.03, -0.02, 0.00], [-0.07, -0.10, 0.01], [0.03, 0.03, 0.05], [0.02, 0.02, 0.02], [0.00, 0.00, 0.00], [0.00, 0.00, 0.00], [0.00, 0.00, 0.00], [0.02, -0.02, 0.01], [0.00, 0.02, 0.01], [0.01, 0.00, -0.03], [0.02, 0.04, 0.09], [0.01, -0.04, 0.00], [0.00, 0.01, -0.03], [0.03, -0.03, 0.03], [-0.01, 0.02, 0.00], [0.00, 0.00, 0.00], [0.01, -0.01, 0.01], [0.00, 0.01, -0.01], [0.00, 0.00, 0.01], [-0.02, 0.01, -0.02], [0.00, 0.00, 0.00], [0.02, 0.01, -0.01], [0.01, 0.01, 0.00], [0.00, -0.01, 0.00], [-0.01, -0.01, 0.00], [-0.02, 0.01, 0.00], [0.01, 0.00, -0.01], [0.00, 0.00, 0.00], [0.00, 0.00, 0.00], [0.00, 0.00, 0.01]], "multiplicity": 3, "homo_lumo_gap_ev": [5.90, 6.59], "e_above_lowest_kj_mol": 0.0, "e_lumo_ev": [-0.047, -0.705]}

[2]
{"formula": "C34H31MgN5O12P2", "method": "ωB97M-V with the def2-TZVPD basis set", "elements": ["Mg", "O", "N", "O", "C", "C", "C", "C", "C", "C", "N", "C", "C", "N", "C", "C", "C", "C", "H", "H", "H", "H", "H", "H", "H", "O", "P", "O", "O", "O", "P", "O", "O", "O", "H", "H", "C", "C", "C", "C", "C", "C", "C", "C", "C", "C", "C", "C", "C", "C", "H", "H", "H", "H", "H", "H", "H", "H", "H", "H", "H", "C", "C", "C", "C", "C", "C", "O", "N", "C", "O", "N", "C", "O", "H", "H", "H", "H", "H", "H", "H", "H", "H", "H", "H"], "xyz": [[0.666564, -0.633559, 0.875612], [-0.653255, 0.131195, -6.527940], [-0.137422, 0.764438, -5.551415], [0.295679, 1.946687, -5.722435], [0.022939, 0.116655, -4.343485], [-0.411446, -1.208279, -4.268154], [-0.365362, -1.940839, -3.071898], [-0.773325, -3.269187, -2.971595], [-0.723880, -3.928157, -1.745426], [-0.282253, -3.226267, -0.628801], [0.126023, -1.961329, -0.668765], [0.118036, -1.302741, -1.877894], [0.588012, 0.020642, -1.930293], [1.019485, 0.576605, -0.741125], [1.612066, 1.789859, -0.773343], [1.741635, 2.519160, -1.914298], [1.209857, 2.012717, -3.129846], [0.619140, 0.764763, -3.163569], [-0.810519, -1.661156, -5.162724], [-1.132943, -3.774244, -3.861639], [-1.030034, -4.960723, -1.642016], [-0.259437, -3.691516, 0.350017], [1.975354, 2.162282, 0.180924], [2.233758, 3.483106, -1.890656], [1.249914, 2.594917, -4.033723], [0.834401, 2.996853, 2.604405], [-0.732952, 2.830988, 2.530780], [-1.502502, 4.025301, 2.847692], [-0.967937, 2.159041, 1.109543], [-1.039418, 1.594763, 3.491853], [-0.311678, 0.145581, 3.473002], [-1.248527, -0.583464, 2.343941], [-0.398862, -0.490484, 4.789559], [1.016520, 0.347929, 2.751725], [1.238577, 2.095667, 2.618815], [-1.154422, -1.543428, 2.470773], [-5.017801, 0.879961, -3.822153], [-5.302321, 0.235563, -2.627667], [-4.532690, 0.488433, -1.502918], [-3.477507, 1.401770, -1.542923], [-3.197890, 2.038104, -2.754294], [-3.960038, 1.778031, -3.880896], [-2.644930, 1.532577, -0.337126], [-1.817622, 2.500284, 0.058026], [-1.639060, 3.865567, -0.469851], [-0.364258, 4.415914, -0.573867], [-0.194781, 5.695758, -1.077170], [-1.295333, 6.441666, -1.473759], [-2.570151, 5.902723, -1.358020], [-2.741722, 4.624133, -0.855298], [-5.571055, 0.641345, -4.721250], [-6.099434, -0.496609, -2.578893], [-4.730144, -0.046785, -0.580672], [-2.339251, 2.690831, -2.836526], [-3.679314, 2.221751, -4.827480], [-2.648631, 0.657452, 0.305836], [0.494776, 3.828233, -0.277358], [0.802596, 6.108672, -1.162708], [-1.161605, 7.441467, -1.868901], [-3.435415, 6.481776, -1.657143], [-3.732938, 4.200571, -0.757651], [3.410253, -1.263121, 4.690026], [2.563791, -2.529811, 4.695112], [2.583836, -3.362125, 3.381768], [1.833749, -4.676231, 3.616623], [1.775898, -5.568573, 2.382006], [4.027874, -3.649435, 3.027052], [4.701896, -4.476877, 3.617272], [4.541618, -2.894037, 2.019773], [3.888698, -1.845682, 1.317117], [4.576318, -1.143938, 0.607191], [2.545686, -1.727381, 1.479157], [1.889298, -2.519754, 2.322470], [0.639348, -2.494423, 2.315287], [3.313655, -0.759712, 5.653263], [3.073304, -0.566312, 3.922377], [4.469354, -1.481465, 4.532909], [1.520439, -2.269896, 4.889230], [2.898927, -3.201768, 5.489912], [0.825960, -4.419277, 3.944275], [2.335292, -5.199193, 4.432513], [1.234228, -5.080443, 1.570901], [1.268372, -6.508819, 2.605518], [2.779467, -5.811901, 2.026505], [5.527439, -2.982823, 1.824771]], "atomic_forces_ev_per_a": [[0.87, -0.54, 0.27], [-0.13, 0.05, 0.10], [0.38, -0.11, -0.27], [-0.17, 0.06, 0.07], [-0.06, 0.03, 0.09], [-0.06, -0.02, 0.04], [0.03, 0.04, -0.07], [-0.01, -0.06, 0.08], [0.01, 0.04, -0.07], [-0.01, -0.03, 0.14], [-0.32, 0.31, -0.18], [-0.07, -0.07, 0.04], [-0.01, 0.10, -0.04], [-0.05, 0.00, 0.10], [0.11, -0.12, -0.09], [0.19, -0.22, -0.06], [-0.03, 0.16, 0.01], [-0.08, -0.07, 0.04], [0.01, 0.01, -0.01], [0.00, 0.00, 0.00], [-0.01, 0.00, 0.00], [0.00, -0.03, 0.01], [0.00, -0.01, -0.02], [-0.01, 0.00, -0.01], [0.01, -0.02, 0.00], [-0.16, 0.15, -0.01], [0.14, 0.16, 0.00], [-0.05, 0.00, -0.06], [0.08, -0.03, -0.21], [-0.12, 0.06, 0.22], [-0.01, -0.01, -0.07], [0.08, -0.12, -0.03], [0.04, -0.01, -0.02], [-0.35, 0.15, -0.19], [0.05, -0.08, 0.01], [-0.05, 0.02, 0.04], [0.06, -0.02, -0.03], [0.00, -0.02, 0.01], [-0.05, 0.04, -0.02], [0.02, 0.07, 0.01], [0.10, -0.02, -0.01], [0.06, -0.10, -0.02], [0.10, -0.14, 0.03], [-0.17, 0.04, 0.16], [0.03, 0.05, -0.09], [-0.03, 0.07, 0.20], [-0.06, 0.03, 0.00], [0.02, -0.02, 0.00], [-0.04, 0.01, -0.01], [0.01, -0.05, 0.00], [-0.07, 0.02, 0.01], [-0.01, 0.01, 0.00], [0.00, 0.01, -0.01], [0.03, 0.01, 0.01], [-0.01, 0.05, 0.02], [0.06, -0.02, -0.01], [-0.21, 0.18, 0.02], [0.00, -0.01, -0.01], [0.00, 0.00, 0.00], [0.01, 0.00, 0.00], [-0.01, 0.01, 0.00], [-0.02, 0.00, 0.00], [-0.02, -0.07, 0.02], [-0.03, 0.01, 0.00], [0.00, -0.03, -0.06], [0.00, 0.01, 0.01], [0.00, -0.02, -0.01], [0.00, 0.03, 0.03], [-0.01, 0.02, 0.01], [0.09, 0.09, 0.07], [-0.02, -0.01, -0.01], [-0.14, -0.13, -0.14], [0.06, -0.01, 0.04], [-0.05, 0.10, -0.04], [-0.01, 0.01, -0.01], [0.01, 0.00, -0.01], [0.00, 0.00, -0.01], [0.00, 0.01, 0.00], [0.02, 0.00, -0.01], [0.00, -0.01, 0.01], [0.02, 0.01, 0.00], [0.01, 0.00, -0.02], [-0.01, 0.01, 0.00], [0.00, -0.01, 0.00], [0.00, -0.01, 0.00]], "multiplicity": 1, "homo_lumo_gap_ev": [4.50, 4.18], "e_above_lowest_kj_mol": 230.0, "e_lumo_ev": [4.222, 4.222], "total_charge": -2}

[3]
{"formula": "C4H36FIO17", "method": "ωB97M-V with the def2-TZVPD basis set", "elements": ["C", "C", "F", "C", "O", "C", "O", "I", "H", "H", "H", "H", "H", "H", "O", "H", "H", "O", "H", "H", "O", "H", "H", "O", "H", "H", "O", "H", "H", "O", "H", "H", "O", "H", "H", "O", "H", "H", "O", "H", "H", "O", "H", "H", "O", "H", "H", "O", "H", "H", "O", "H", "H", "O", "H", "H", "O", "H", "H"], "xyz": [[-0.198536, 0.770503, -3.112538], [0.660188, 0.116985, -2.051322], [0.018340, -1.012126, -1.505534], [0.998631, 1.108113, -0.920741], [0.160912, 0.798158, 0.227768], [0.032850, 1.865154, 1.044956], [-0.928021, 2.572797, 1.037567], [1.662302, 2.247814, 2.345109], [0.412428, 1.438649, -3.732580], [-0.582675, -0.002619, -3.789308], [-1.053680, 1.300751, -2.672932], [1.596472, -0.257119, -2.486077], [2.052622, 1.044972, -0.617930], [0.790848, 2.134308, -1.237163], [-2.779978, -1.090363, -0.550921], [-3.021428, -1.949675, -0.930275], [-1.814909, -1.083683, -0.607567], [-3.559368, 1.719966, 0.240735], [-3.525087, 0.846808, -0.176718], [-2.662460, 1.871999, 0.568701], [1.818584, -1.773699, 1.562116], [1.260771, -1.187974, 1.036061], [1.906692, -1.328659, 2.416710], [4.291745, 3.158188, 4.129293], [4.085080, 4.095325, 4.202379], [5.158124, 3.075350, 4.541903], [-3.094024, -0.225495, -3.531094], [-4.013152, 0.001082, -3.699109], [-3.108721, -0.817245, -2.769791], [-2.554070, -3.775481, -0.314057], [-2.502627, -3.976768, 0.628210], [-2.370741, -4.612208, -0.752579], [1.436907, -4.841505, 0.640702], [1.587068, -3.968076, 1.024501], [1.757346, -5.460440, 1.302676], [2.904495, -3.518878, -1.677836], [2.602636, -2.690649, -1.293589], [2.560099, -4.194369, -1.078767], [-3.203921, -3.260150, 2.791038], [-3.274973, -2.459401, 2.256531], [-2.954478, -2.941183, 3.663154], [-3.895806, 4.258156, 2.426176], [-4.623667, 3.718223, 2.102510], [-3.116803, 3.869848, 2.013533], [2.768355, -1.892651, 4.257785], [2.649491, -2.247868, 5.143441], [3.244608, -2.582529, 3.783549], [-2.490535, 2.947009, -2.434196], [-2.774922, 3.763491, -2.854302], [-3.171682, 2.779154, -1.768043], [4.625897, -2.648305, -3.810839], [4.053298, -3.186032, -3.243329], [4.678864, -3.129886, -4.640203], [-4.906576, 3.746608, -1.386071], [-4.706005, 4.643818, -1.103507], [-4.786168, 3.207637, -0.590428], [6.575224, 3.485892, 2.612422], [5.841591, 2.939056, 2.312756], [7.319195, 3.250321, 2.049944]], "atomic_forces_ev_per_a": [[-0.26, -0.64, -0.09], [0.24, 0.40, -0.37], [0.16, 0.20, 0.02], [0.36, -0.25, 0.16], [0.19, 0.27, 0.07], [-0.49, 0.42, -0.24], [0.27, -0.32, 0.35], [0.09, -0.19, -0.04], [-0.10, 0.06, 0.34], [0.03, 0.17, 0.17], [0.31, -0.05, -0.27], [-0.19, 0.01, 0.12], [-0.22, -0.08, 0.05], [-0.05, -0.16, -0.09], [-0.15, 0.23, -0.27], [0.11, -0.07, 0.52], [0.00, 0.05, -0.04], [-0.19, 0.03, 0.00], [0.05, -0.15, 0.05], [0.01, 0.05, -0.18], [-0.07, 0.04, -0.17], [-0.07, -0.04, -0.02], [0.02, -0.17, 0.06], [-0.29, -0.03, 0.10], [0.02, 0.02, -0.04], [0.07, -0.02, -0.11], [-0.06, -0.20, -0.17], [0.00, 0.03, 0.04], [-0.02, 0.24, 0.10], [-0.01, -0.35, -0.08], [-0.03, 0.08, 0.11], [0.03, 0.03, -0.02], [0.12, 0.03, -0.10], [-0.11, 0.25, 0.13], [0.01, -0.04, -0.02], [-0.01, -0.01, 0.01], [0.01, 0.04, -0.01], [-0.07, -0.10, 0.04], [0.05, 0.12, -0.21], [-0.07, 0.00, -0.01], [0.03, -0.06, 0.03], [0.01, 0.01, -0.11], [0.01, -0.07, 0.04], [0.03, 0.01, 0.03], [0.07, -0.08, -0.03], [-0.07, 0.09, 0.04], [0.03, 0.03, -0.03], [0.42, 0.00, 0.00], [-0.09, -0.10, 0.03], [0.05, 0.10, -0.19], [-0.03, -0.06, -0.05], [0.01, 0.08, 0.13], [0.01, 0.02, -0.03], [-0.32, 0.12, 0.22], [-0.05, 0.05, 0.05], [0.08, -0.09, -0.04], [0.19, -0.04, -0.06], [-0.08, 0.06, 0.06], [0.01, 0.01, 0.00]], "multiplicity": 1, "homo_lumo_gap_ev": 10.31, "e_lumo_ev": -0.084}

[4]
{"formula": "C3H5ClS2", "method": "ωB97M-V with the def2-TZVPD basis set", "elements": ["C", "C", "C", "H", "H", "H", "H", "H", "S", "S", "Cl"], "xyz": [[-0.404891, -0.090045, 0.281752], [0.950610, 0.478759, 0.850232], [-0.288919, 0.369417, -1.126942], [-1.957471, -1.908484, -0.162579], [-1.192136, 0.367023, 0.821007], [1.180103, -0.051142, 1.783619], [0.735445, 1.638377, 0.866290], [0.581331, 0.056669, -1.557068], [-0.634044, -1.974487, 0.251338], [-1.339420, 1.283908, -1.960925], [2.369392, -0.169993, -0.046721]], "atomic_forces_ev_per_a": [[1.81, -0.47, -1.00], [-1.31, -0.60, 0.82], [-3.59, 0.94, 0.12], [1.10, 0.08, 0.33], [-0.89, 0.34, 0.46], [-0.57, 1.19, 0.38], [1.35, -2.32, 0.08], [2.10, -0.83, -1.42], [-0.53, 1.27, -0.06], [0.35, -0.31, 0.48], [0.18, 0.70, -0.19]], "multiplicity": 1, "homo_lumo_gap_ev": 8.39, "e_above_lowest_kj_mol": 122.2, "e_lumo_ev": -0.467, "smiles": "S=C[C@@H](S)CCl"}

no.,molar mass (Da)
1,996.43
2,787.90
3,502.22
4,140.66